Entry 1:
Density functional theory data (wB97M-V/def2-TZVPD) for a molecular structure, C19H28CoF6NO13S2 in a non-equilibrium geometry.

The geometry in XYZ format:
```
70
C19H28CoF6NO13S2 (wB97M-V/def2-TZVPD)
Co -18.831 -17.252 22.733
C -19.533 -18.820 18.979
F -19.758 -20.117 18.759
F -18.286 -18.624 19.364
F -19.769 -18.187 17.842
S -20.768 -18.358 20.355
O -22.049 -18.123 19.749
O -20.702 -19.506 21.226
N -19.979 -17.061 21.157
S -20.325 -15.713 20.338
O -19.321 -14.720 20.600
O -20.651 -15.913 18.960
C -21.863 -15.089 21.249
F -21.445 -14.310 22.249
F -22.629 -14.374 20.440
F -22.587 -16.087 21.748
O -17.273 -17.698 24.506
C -17.015 -17.335 25.630
O -17.946 -17.053 26.521
C -17.383 -16.428 27.738
C -15.872 -16.587 27.609
C -15.627 -17.074 26.200
H -17.823 -16.911 28.601
H -17.727 -15.406 27.581
H -15.486 -17.287 28.350
H -15.358 -15.668 27.901
H -14.978 -17.951 26.239
H -15.097 -16.468 25.459
O -20.333 -18.236 23.838
C -21.085 -18.403 24.770
O -20.704 -18.362 26.036
C -21.802 -18.801 26.899
C -23.065 -18.539 26.093
C -22.549 -18.739 24.659
H -21.643 -18.300 27.847
H -21.651 -19.876 27.026
H -23.396 -17.507 26.179
H -23.834 -19.259 26.359
H -23.081 -18.100 23.957
H -22.639 -19.755 24.268
O -17.086 -16.639 21.824
C -15.941 -16.581 21.448
O -15.301 -17.661 21.009
C -13.895 -17.352 20.849
C -13.697 -16.066 21.665
C -15.035 -15.362 21.348
H -13.708 -17.286 19.780
H -13.285 -18.127 21.311
H -12.875 -15.460 21.289
H -13.641 -16.214 22.740
H -15.041 -14.977 20.331
H -15.407 -14.656 22.084
O -18.074 -19.135 22.177
C -17.610 -20.241 22.199
O -16.843 -20.632 23.233
C -16.375 -21.961 23.105
C -16.742 -22.430 21.693
C -17.729 -21.368 21.196
H -16.812 -22.609 23.869
H -15.297 -21.992 23.268
H -17.137 -23.442 21.679
H -15.860 -22.435 21.050
H -18.737 -21.735 21.437
H -17.667 -21.099 20.150
C -18.343 -14.006 23.201
O -19.047 -15.195 23.585
H -17.975 -13.519 24.105
H -17.531 -14.282 22.542
H -18.986 -13.326 22.643
H -19.613 -15.007 24.338
```

Output
LUMO level (spin up / spin down) = -2.12 / -2.28 eV
multiplicity = 4
highest occupied orbital energy (spin up / spin down) = -12.71 / -12.71 eV
molar mass = 715.48 g mol⁻¹
gap between HOMO and LUMO (spin up / spin down) = 10.60 / 10.43 eV
E = -4551.8489 Ha
total charge = +1

Entry 2:
Density functional theory data (wB97M-V/def2-TZVPD) for a molecular structure, C19H28IrN9O5S.

The geometry in XYZ format:
```
63
C19H28IrN9O5S (wB97M-V/def2-TZVPD)
Ir 0.328 0.267 -0.419
N -1.440 0.334 0.762
C -1.291 1.474 1.712
C 0.183 1.731 2.075
O 0.457 2.412 3.062
N 1.005 1.173 1.204
C 2.444 1.114 1.325
C 3.081 0.727 -0.022
O 4.278 0.830 -0.174
O 2.272 0.311 -0.980
H -1.341 -0.539 1.278
H -2.370 0.326 0.356
H -1.682 2.374 1.235
H -1.853 1.306 2.630
H 2.867 2.066 1.651
H 2.740 0.361 2.061
N -2.518 -7.181 2.200
C -1.682 -6.105 1.949
C -1.917 -4.868 2.557
C -1.052 -3.813 2.347
C 0.055 -3.973 1.524
C 0.306 -5.199 0.922
C -0.556 -6.257 1.135
S 1.155 -2.622 1.278
O 2.429 -3.147 0.893
O 1.030 -1.747 2.412
N 0.481 -1.761 0.051
C 0.331 -2.206 -1.214
N -0.024 -1.131 -1.978
C -0.162 -1.309 -3.281
C -0.005 -2.566 -3.840
C 0.314 -3.600 -2.973
N 0.489 -3.442 -1.666
H -3.444 -6.963 2.525
H -2.493 -7.932 1.532
H -2.769 -4.749 3.216
H -1.207 -2.867 2.852
H 1.177 -5.310 0.294
H -0.356 -7.218 0.676
H -0.403 -0.436 -3.874
H -0.117 -2.730 -4.901
H 0.445 -4.609 -3.349
C 1.253 4.826 0.551
N 1.170 3.872 -0.542
C 2.441 3.440 -1.102
C -0.008 3.376 -0.979
N -0.174 2.115 -1.290
N -1.053 4.267 -1.063
C -0.842 5.621 -1.554
C -2.413 3.796 -1.209
H 1.806 4.376 1.379
H 0.260 5.074 0.915
H 1.762 5.741 0.235
H 2.900 4.282 -1.630
H 2.292 2.613 -1.789
H 3.128 3.122 -0.322
H -0.996 1.989 -1.866
H 0.218 5.830 -1.643
H -1.290 6.350 -0.876
H -1.301 5.737 -2.540
H -2.577 2.902 -0.609
H -2.668 3.573 -2.253
H -3.094 4.571 -0.857
```

Output
LUMO level = -0.23 eV
highest occupied orbital energy = -7.66 eV
molar mass = 686.78 g mol⁻¹
gap between HOMO and LUMO = 7.43 eV
E = -2112.4251 Ha